1.
{
  "formula": "C16H53BF4N3O9",
  "method": "ωB97M-V with the def2-TZVPD basis set",
  "symbols": ["F", "F", "F", "F", "O", "O", "O", "O", "O", "O", "O", "O", "O", "N", "N", "N", "C", "C", "C", "C", "C", "C", "C", "C", "C", "C", "C", "C", "C", "C", "C", "C", "B", "H", "H", "H", "H", "H", "H", "H", "H", "H", "H", "H", "H", "H", "H", "H", "H", "H", "H", "H", "H", "H", "H", "H", "H", "H", "H", "H", "H", "H", "H", "H", "H", "H", "H", "H", "H", "H", "H", "H", "H", "H", "H", "H", "H", "H", "H", "H", "H", "H", "H", "H", "H", "H"],
  "coordinates": [[1.56844, -0.37336, 0.82871], [0.46621, -0.68269, -1.13205], [1.12145, 1.33719, -0.51258], [-0.42546, 0.35473, 0.61682], [0.99411, -3.03032, 0.92403], [3.41364, 1.14441, -2.01432], [-5.01829, -0.76581, 0.84764], [-0.58200, -0.04116, 3.48646], [-0.61837, 3.47624, 0.25739], [4.32985, -0.21300, 0.36739], [1.67858, -2.75542, -2.24920], [-0.38044, 0.54042, -5.56746], [2.65124, 1.11857, 7.31591], [1.52267, 2.15945, 5.12146], [-2.19227, -0.69462, -7.54335], [-1.75741, -2.38222, -0.06703], [0.23231, 0.48018, -4.27892], [-1.83574, 0.70671, -5.45989], [-5.44736, 0.30162, 1.67702], [-3.85408, 0.95563, -6.93406], [2.36597, 0.95940, 4.88445], [-2.32862, 0.64757, -6.93267], [-3.75774, -3.48664, 0.26808], [5.05949, -1.33961, 0.71858], [-3.21174, -2.12459, -0.09635], [4.46942, -2.59214, 0.06678], [-3.60658, -0.89270, 0.80565], [3.15120, 1.13542, 3.55481], [-0.77430, 3.65083, -2.01080], [1.77746, 0.07395, 7.78007], [-1.57414, 3.42279, -0.72197], [3.34243, 0.90057, 6.08338], [0.69446, 0.12289, -0.07968], [-4.83406, -3.56747, 0.11604], [-4.96812, 1.23580, 1.38422], [-3.64854, -1.86292, -1.06011], [-3.11024, -0.00373, 0.41644], [-1.21486, -0.94185, -7.60359], [1.58976, 2.18065, 6.12901], [1.80729, 0.02359, 4.86914], [0.11886, 1.42280, -3.74347], [-0.27802, -0.90992, 3.74931], [1.31780, -1.87596, -2.13680], [-0.00863, 2.87748, -2.07222], [-0.78503, -0.12954, 2.55522], [4.92642, -3.52354, 0.40107], [-3.21115, -1.04528, 1.80987], [-2.19416, -0.07357, -4.78847], [1.28559, 0.37268, 8.70577], [-4.12573, 1.93749, -6.54639], [-1.27904, -1.54260, -0.36079], [5.06596, -1.40852, 1.80638], [-0.17562, 4.56169, -2.01553], [-2.54460, -1.36445, -6.87455], [3.70088, 0.22617, 3.31143], [2.56948, 1.37763, 2.66541], [-3.30393, -4.26462, -0.34583], [-6.50568, 0.47693, 1.48386], [2.28996, -0.83442, 8.09679], [3.42356, -0.32947, 0.66179], [-0.11593, -0.34061, -3.65194], [-2.34125, 4.18126, -0.56587], [-0.08731, 2.72111, -0.00597], [1.07099, -0.32776, 7.05369], [-1.37002, -2.55461, 0.84966], [2.07363, 2.97119, 4.88141], [4.07867, 1.69880, 5.98914], [3.38537, -2.62480, 0.17574], [1.29563, 0.28286, -4.41500], [2.03778, -2.75586, -3.13645], [-4.20090, 0.84247, -7.96119], [4.64568, -2.42752, -0.99620], [2.63470, 1.47860, -1.56955], [-1.25741, 3.61586, -2.98726], [-4.42382, 0.32769, -6.24908], [3.85516, -0.06130, 6.08835], [-3.58972, -3.76148, 1.30939], [3.94305, 1.88392, 3.52633], [1.10787, -2.08328, 0.84404], [-2.08506, 1.64334, -4.96122], [-1.84003, 1.41388, -7.53444], [6.09159, -1.36433, 0.36891], [-5.22421, 0.12262, 2.72882], [-2.04754, 2.46580, -0.94145], [1.05708, -3.20109, 1.86377], [3.92348, 0.72388, -1.32190]],
  "atomic_forces_ev_per_a": [[2.33, -1.34, 1.24], [-0.21, -1.27, -1.50], [1.11, 2.22, -0.99], [-3.23, 0.21, 1.31], [-0.18, -0.68, 0.14], [0.20, 0.23, -0.81], [-0.05, 0.31, 0.08], [-0.11, -0.02, 0.51], [-0.07, -0.54, 1.42], [0.63, 1.09, -0.64], [0.25, -0.52, -0.25], [-1.13, 0.12, 0.85], [-0.33, -0.70, 0.64], [0.11, -1.00, 0.20], [0.39, 0.63, 0.09], [-0.41, 1.43, -1.32], [0.44, -0.06, -0.35], [2.18, -0.09, -1.20], [0.16, 0.12, -0.76], [0.37, 0.23, 0.04], [1.25, 1.75, -0.70], [-1.92, -0.58, 1.52], [-1.46, -0.31, 0.36], [-0.17, -1.89, 0.51], [0.46, -0.01, 1.55], [-0.29, 0.69, -0.27], [0.04, -1.58, -0.24], [0.24, -0.77, -0.07], [0.57, 0.37, -1.00], [0.65, -0.48, 0.01], [-0.17, 0.95, -2.80], [-0.50, -0.71, -0.41], [-0.26, 0.95, 0.08], [-0.19, 0.13, 0.04], [0.36, 0.15, 0.00], [0.79, -0.09, -0.53], [-0.09, 0.24, -0.22], [0.34, 0.18, -0.10], [-0.93, 0.52, 0.45], [-0.43, 0.27, -0.22], [-0.06, 0.03, 0.07], [0.05, -0.20, 0.03], [-0.16, 0.28, 0.27], [-0.06, -0.27, 0.14], [0.07, 0.18, -0.58], [0.03, 0.04, 0.01], [0.06, -0.11, 0.36], [-0.44, -0.42, -0.34], [-0.18, 0.60, -0.39], [0.43, 0.40, -0.32], [0.24, -0.07, -0.28], [0.20, -0.23, 0.29], [-0.26, 0.33, 0.34], [-0.37, -0.16, 0.12], [-0.10, -0.32, -0.03], [-0.60, -0.22, 0.34], [0.19, 0.24, -0.07], [-0.10, -0.37, 0.30], [0.86, -0.04, -0.11], [-0.39, -0.06, 0.05], [-0.51, -0.06, -0.04], [0.01, 0.00, 0.12], [0.92, -0.23, 0.78], [-0.30, 0.72, -0.26], [-0.43, -0.33, 0.29], [0.15, 0.20, -0.56], [-0.05, 0.05, 0.17], [0.01, -0.26, 0.19], [0.03, 0.24, -0.17], [0.14, -0.03, -0.18], [-0.28, -0.01, 0.17], [-0.04, -0.46, -0.17], [-0.25, 0.02, 0.16], [-0.64, -0.04, 0.10], [0.16, -0.66, -0.24], [0.22, -0.20, 0.18], [0.23, 0.15, 0.17], [-0.06, 0.40, 0.78], [0.19, 0.37, -0.06], [0.11, 0.40, -0.15], [0.30, -0.23, 0.08], [0.10, 1.07, 0.05], [-0.14, -0.12, 0.14], [-0.33, -0.44, 0.96], [0.09, -0.05, 0.23], [0.22, -0.29, 0.41]],
  "mulliken_charge": [-0.084, -0.097, -0.551, -0.521, -0.675, -0.738, -0.401, -0.657, -0.583, -0.547, -0.653, -0.381, -0.422, -0.694, -0.771, -0.476, -0.432, -0.457, -0.707, -1.475, 0.772, 0.313, -1.660, -0.246, 0.440, -0.881, -0.066, -1.571, -0.523, -0.669, 0.041, -0.655, 0.973, 0.383, 0.259, 0.328, -0.019, 0.310, 0.367, 0.035, 0.035, 0.314, 0.320, -0.240, 0.207, 0.404, 0.297, 0.316, 0.278, 0.391, -0.074, 0.222, 0.286, 0.273, 0.224, 0.260, 0.421, 0.271, 0.325, 0.272, 0.257, 0.401, 0.251, 0.251, 0.272, 0.293, 0.387, 0.194, 0.309, 0.292, 0.369, 0.198, 0.255, 0.315, 0.337, 0.347, 0.334, 0.460, 0.179, 0.196, 0.330, 0.329, 0.295, -0.029, 0.286, 0.478],
  "e_tot_ha": -1907.3634,
  "charge": -1,
  "largest_force_ev_per_a": 3.5,
  "e_homo_ev": -6.40,
  "homo_lumo_gap_ha": 0.3251,
  "relative_energy_kj_mol": 0.0
}

***

2.
{
  "formula": "C31H41CrN4PSe2Si3",
  "method": "ωB97M-V with the def2-TZVPD basis set",
  "symbols": ["Se", "Se", "Cr", "P", "Si", "Si", "Si", "N", "N", "N", "N", "C", "C", "C", "C", "C", "C", "C", "C", "C", "C", "C", "C", "C", "C", "C", "C", "C", "C", "C", "C", "C", "C", "C", "C", "C", "C", "C", "C", "C", "C", "C", "H", "H", "H", "H", "H", "H", "H", "H", "H", "H", "H", "H", "H", "H", "H", "H", "H", "H", "H", "H", "H", "H", "H", "H", "H", "H", "H", "H", "H", "H", "H", "H", "H", "H", "H", "H", "H", "H", "H", "H", "H"],
  "coordinates": [[4.49604, 0.99879, 1.36413], [1.38036, 2.40056, -0.06644], [0.16160, 0.07500, 0.07305], [3.49653, 1.87006, -0.29144], [-1.47063, 0.92739, -4.52675], [-1.54997, -2.85834, 1.01332], [-0.72366, -0.48545, 3.02211], [3.03244, -4.48268, 2.81475], [-1.63235, 1.01527, 0.30375], [3.18977, -2.83476, 0.97873], [1.70233, -1.08917, 0.18499], [-1.24764, -0.36561, -5.84595], [-0.36480, 0.06615, -1.84628], [-2.27901, 2.10040, -0.11145], [-1.25193, -1.04370, 1.29827], [0.97454, -1.05798, 3.51012], [4.73584, 5.16054, -2.42770], [2.96211, 0.20899, -4.00322], [5.55923, 5.82685, -1.52825], [5.06781, -0.57278, -3.14805], [-0.58149, 2.49357, -5.00828], [4.26879, 3.47163, -0.76469], [-1.95977, -1.08718, 4.31294], [2.38418, -1.94118, 0.61211], [-3.25780, -3.19911, 0.31117], [4.84579, 0.11569, -1.96474], [-4.33983, 1.05913, 0.44164], [2.73721, 0.90129, -2.82041], [-3.65071, 2.17299, -0.04566], [5.07778, 4.15308, 0.13669], [4.09156, 3.99295, -2.04545], [3.68105, 0.86356, -1.80014], [-3.28509, 1.29971, -4.33079], [-0.35036, -3.58699, -0.22061], [-2.25373, -0.05660, 0.82856], [-0.79586, 0.35706, -2.95055], [-1.40210, -3.88516, 2.56921], [-3.65733, -0.05632, 0.87679], [5.71780, 5.32737, -0.24311], [-0.78247, 1.37475, 3.15659], [4.12965, -0.52050, -4.17260], [3.07434, -3.68853, 1.97217], [6.35220, 5.84430, 0.46672], [-3.50676, -2.54147, -0.52629], [-1.50644, 0.02521, -6.83456], [-3.75539, 1.47347, -5.30291], [5.21241, 3.74452, 1.13091], [-4.16748, 3.06735, -0.36454], [-0.43127, 3.11691, -4.12253], [-0.12025, 1.89542, 2.46087], [0.40468, 2.28193, -5.43054], [-0.51423, -3.64025, 3.15669], [-2.08367, -0.32847, 5.09147], [-3.26048, -4.22844, -0.05905], [4.59977, 5.54546, -3.43102], [1.12272, -2.12491, 3.32538], [-0.12112, -2.88580, -1.02601], [1.76322, -0.51203, 2.98381], [-1.66864, 2.90135, -0.51177], [-1.62764, -2.01179, 4.78998], [-0.47442, 1.64876, 4.17044], [-1.87995, -1.23386, -5.64302], [0.59322, -3.86344, 0.25809], [-2.94328, -1.27592, 3.87014], [-2.27704, -3.77778, 3.21582], [3.44520, 3.48570, -2.75137], [2.21612, 0.23377, -4.78850], [-1.15107, 3.06924, -5.74361], [-0.77355, -4.49608, -0.65987], [-0.21069, -0.71045, -5.87127], [5.56115, 0.06911, -1.15288], [-3.42676, 2.19366, -3.71515], [-1.79918, 1.74519, 2.99395], [-4.05012, -3.11422, 1.06068], [-5.42283, 1.07521, 0.48536], [1.81395, 1.44639, -2.67337], [5.97071, -1.15860, -3.26658], [4.30367, -1.05921, -5.09608], [1.10982, -0.88977, 4.58335], [-3.80180, 0.47329, -3.83694], [-1.31716, -4.93794, 2.28196], [-4.17913, -0.91096, 1.28077], [6.07611, 6.72967, -1.83048]],
  "atomic_forces_ev_per_a": [[-0.06, 0.08, 0.00], [-0.26, -0.31, -0.01], [-0.09, 0.65, -0.19], [0.09, 0.02, 0.24], [0.06, 0.03, 0.00], [0.15, -0.04, -0.14], [-0.22, -0.26, 0.09], [0.02, 0.00, 0.03], [0.04, 0.20, 0.20], [0.48, -0.19, -0.07], [0.18, -0.23, 0.08], [0.04, -0.20, -0.16], [-0.06, -0.10, 0.07], [0.02, -0.06, -0.08], [-0.05, 0.56, -0.25], [0.21, -0.10, 0.00], [-0.01, -0.03, 0.06], [0.02, 0.01, 0.02], [-0.03, -0.04, 0.04], [-0.04, 0.02, 0.01], [0.14, 0.21, -0.06], [0.12, -0.06, -0.11], [-0.13, -0.10, 0.07], [-0.12, 0.05, 0.11], [-0.22, 0.01, -0.06], [-0.03, -0.02, -0.02], [-0.04, 0.09, -0.04], [0.00, -0.03, 0.00], [-0.08, -0.04, 0.05], [0.00, 0.01, 0.00], [-0.06, 0.03, -0.01], [0.12, 0.07, -0.14], [-0.25, 0.09, 0.09], [0.17, -0.04, -0.11], [-0.03, -0.03, 0.07], [0.05, -0.28, 0.17], [-0.03, -0.12, 0.19], [0.12, -0.08, 0.07], [-0.05, -0.02, -0.02], [0.03, 0.29, -0.05], [0.00, 0.01, 0.05], [-0.27, 0.15, -0.12], [-0.01, 0.00, -0.01], [0.02, -0.05, 0.01], [0.00, -0.03, 0.03], [-0.01, 0.02, 0.03], [0.03, -0.03, -0.03], [-0.01, -0.04, -0.02], [-0.02, 0.01, -0.05], [0.01, 0.00, 0.04], [-0.02, 0.01, 0.02], [-0.01, -0.05, -0.04], [0.01, -0.04, -0.01], [-0.05, 0.02, 0.01], [0.00, 0.00, 0.01], [0.05, 0.02, 0.02], [-0.02, -0.05, -0.02], [-0.02, -0.01, 0.02], [0.01, -0.02, -0.01], [-0.03, 0.02, -0.02], [-0.02, 0.00, -0.02], [0.03, 0.01, -0.02], [-0.03, 0.01, -0.04], [0.04, 0.04, 0.04], [0.05, -0.01, -0.01], [0.04, -0.03, 0.00], [-0.02, -0.01, 0.02], [0.04, -0.02, 0.00], [0.02, 0.02, 0.03], [-0.04, 0.01, -0.03], [0.00, -0.01, -0.01], [-0.01, -0.06, -0.04], [0.03, 0.03, 0.05], [0.02, -0.01, -0.04], [0.02, 0.01, 0.03], [0.01, 0.00, -0.04], [0.00, 0.00, 0.00], [0.00, -0.01, 0.01], [0.02, 0.00, -0.03], [0.01, 0.02, -0.04], [-0.02, 0.02, 0.04], [-0.02, 0.02, -0.02], [-0.02, 0.00, 0.01]],
  "mulliken_charge": [-0.457, -0.657, 0.140, 0.616, -0.160, 0.206, 0.695, -0.650, 0.922, -0.782, -0.122, -0.985, 0.020, -0.526, 1.984, -0.678, -0.701, -0.780, -0.395, -0.678, -0.976, 0.625, -1.223, 0.634, -1.325, -0.799, -0.591, -0.231, -0.995, -0.527, -0.395, 0.610, -0.980, -1.055, -0.748, 0.091, -1.145, -0.800, -0.618, -1.137, -0.536, 0.589, 0.371, 0.333, 0.325, 0.301, 0.314, 0.454, 0.276, 0.206, 0.283, 0.323, 0.426, 0.419, 0.387, 0.014, 0.201, 0.134, 0.381, 0.319, 0.421, 0.293, 0.233, 0.285, 0.274, 0.376, 0.262, 0.416, 0.437, 0.278, 0.345, 0.253, 0.244, 0.297, 0.452, 0.519, 0.366, 0.392, 0.425, 0.307, 0.395, 0.418, 0.364],
  "e_tot_ha": -8482.2791,
  "spin_multiplicity": 4,
  "charge": -1,
  "largest_force_ev_per_a": 0.7,
  "s_squared": 3.82,
  "e_homo_ev": [-5.06, -5.08],
  "homo_lumo_gap_ha": [0.2586, 0.2718],
  "relative_energy_kj_mol": 25.0
}

***

3.
{
  "formula": "C5H7ClOS",
  "method": "ωB97M-V with the def2-TZVPD basis set",
  "symbols": ["Cl", "S", "O", "C", "C", "C", "C", "C", "H", "H", "H", "H", "H", "H", "H"],
  "coordinates": [[1.11778, 1.31413, 2.44002], [0.99815, 0.33992, -1.68624], [-1.93706, 0.71790, -0.66580], [-1.02970, 0.62022, 0.42635], [0.49317, 0.84285, -0.12237], [2.69763, -0.41478, 0.90997], [1.56861, 0.62399, 0.95994], [-2.02238, -0.71698, -1.32637], [2.86234, -0.91534, -0.05478], [-1.00967, -0.47265, 0.91269], [-1.16123, 1.57948, 1.16384], [-2.19778, -0.89531, -2.76851], [3.49658, -0.39504, 1.55161], [-0.70854, -1.22919, -1.04185], [-3.16791, -0.99922, -0.69850]],
  "atomic_forces_ev_per_a": [[0.37, 0.58, 1.14], [-1.13, 1.83, 2.40], [0.87, -2.51, -0.69], [1.30, 1.95, -0.34], [1.38, -4.34, -0.85], [-5.94, 4.79, -2.77], [3.18, -4.25, -1.45], [-0.29, -0.04, 0.37], [-0.40, 0.28, 0.50], [-0.13, 2.56, -0.59], [-0.32, -2.80, -1.56], [0.62, 1.25, 4.80], [1.30, -0.04, 2.13], [-4.74, 0.98, -0.91], [3.93, -0.23, -2.17]],
  "nbo_charge": [0.038, 0.058, -0.587, -0.151, -0.097, -0.312, -0.156, -0.374, 0.215, 0.227, 0.242, 0.242, 0.199, 0.224, 0.233],
  "e_tot_ha": -1128.0310,
  "charge": 0,
  "largest_force_ev_per_a": 8.1,
  "e_homo_ev": -8.83,
  "homo_lumo_gap_ha": 0.2657,
  "relative_energy_kj_mol": 780.3
}

***

4.
{
  "formula": "C4H11N3O2",
  "method": "ωB97M-V with the def2-TZVPD basis set",
  "symbols": ["O", "O", "N", "N", "N", "C", "C", "C", "C", "H", "H", "H", "H", "H", "H", "H", "H", "H", "H", "H"],
  "coordinates": [[-1.89502, -0.77516, 0.18822], [-0.47663, 1.42891, 2.40020], [-0.24771, 1.19377, 0.08586], [-1.64564, -0.14559, 1.31311], [-0.83882, 0.86709, 1.16102], [-0.12909, -0.75664, -2.03086], [0.78752, 2.19122, 0.20562], [0.74900, -1.64585, 0.22214], [-0.40920, -1.38035, -0.69422], [1.46474, -0.82871, 0.23551], [1.26438, -2.55657, -0.10045], [0.52673, 0.10905, -1.94807], [-1.00655, -2.28293, -0.81229], [1.12896, 2.41628, -0.80454], [0.40708, 3.10897, 0.66914], [0.36639, -1.49017, -2.67622], [-1.02955, 0.95091, 3.03347], [1.63565, 1.83785, 0.80782], [0.40374, -1.81058, 1.24803], [-1.05598, -0.43149, -2.50350]],
  "atomic_forces_ev_per_a": [[2.15, -0.20, -1.85], [0.03, 0.26, -0.94], [-0.59, 0.11, 0.48], [0.39, 0.78, 1.05], [0.23, -0.90, 0.04], [-0.13, 0.64, 0.29], [0.05, 0.24, 0.32], [-0.24, 0.28, 0.40], [-1.83, -0.73, 0.64], [0.07, 0.09, -0.07], [-0.11, 0.06, -0.03], [-0.05, -0.08, 0.00], [0.29, -0.07, -0.17], [0.01, 0.00, 0.11], [0.15, -0.02, -0.11], [-0.19, -0.13, 0.11], [-0.24, -0.27, -0.03], [-0.04, 0.05, -0.08], [0.02, -0.04, -0.13], [0.03, -0.08, -0.04]],
  "nbo_charge": [-0.409, -0.536, -0.343, -0.072, 0.342, -0.656, -0.450, -0.677, 0.143, 0.212, 0.231, 0.218, 0.198, 0.208, 0.205, 0.220, 0.497, 0.193, 0.238, 0.239],
  "e_tot_ha": -473.5219,
  "charge": 0,
  "largest_force_ev_per_a": 2.8,
  "e_homo_ev": -7.79,
  "homo_lumo_gap_ha": 0.3163,
  "relative_energy_kj_mol": 737.4
}

***

- Number 4 is which compound?
  C4H11N3O2